{
  "formula": "C62H37AsI4N4V",
  "method": "wB97M-V/def2-TZVPD",
  "lumo_energy_ev": [-0.891, -1.338],
  "e_above_lowest_kj_mol": 37.3,
  "spin_multiplicity": 4,
  "homo_lumo_gap_ev": [6.034, 5.677],
  "e_homo_ev": [-6.924, -7.016],
  "total_charge": 0,
  "s_squared": 3.78,
  "symbols": ["V", "I", "C", "C", "C", "C", "C", "C", "C", "C", "C", "C", "C", "C", "C", "C", "C", "C", "I", "C", "C", "C", "N", "C", "C", "C", "C", "C", "C", "I", "C", "C", "C", "C", "C", "C", "N", "C", "C", "C", "C", "C", "N", "C", "C", "C", "C", "I", "C", "C", "C", "C", "N", "H", "H", "H", "H", "H", "H", "H", "H", "H", "H", "H", "H", "H", "H", "H", "H", "H", "H", "H", "H", "H", "H", "H", "H", "C", "C", "C", "C", "C", "C", "As", "C", "C", "C", "C", "C", "C", "C", "C", "C", "C", "C", "C", "H", "H", "H", "H", "H", "H", "H", "H", "H", "H", "H", "H", "H"],
  "positions_angstrom": [[-0.69783, 0.26713, -0.14416], [0.46414, -4.38227, -8.58424], [0.43034, -3.33615, -6.74319], [-0.49820, -3.69062, -5.78161], [-0.51614, -3.00708, -4.58184], [0.37155, -1.96345, -4.33770], [1.29919, -1.62482, -5.31509], [1.33399, -2.31501, -6.51513], [0.21087, -1.22026, -3.06666], [-0.45831, 0.00107, -3.13026], [-0.77945, 0.68409, -4.35030], [-1.41440, 1.83183, -3.99761], [-1.52978, 1.81593, -2.56982], [-2.26724, 2.74266, -1.84010], [-2.68169, 4.00417, -2.49032], [-3.75779, 4.08173, -3.36713], [-4.08476, 5.28656, -3.96682], [-3.33970, 6.41521, -3.67562], [-3.85736, 8.26127, -4.57304], [-2.27400, 6.35921, -2.79323], [-1.94721, 5.15134, -2.20545], [-2.64780, 2.52737, -0.52006], [-2.13053, 1.56514, 0.29762], [-2.78938, 1.69416, 1.48611], [-2.41055, 1.09175, 2.68112], [-3.26597, 1.30881, 3.86297], [-2.84887, 2.05334, 4.95814], [-3.66181, 2.17860, 6.07039], [-4.89222, 1.54618, 6.08483], [-6.10306, 1.66401, 7.82295], [-5.34104, 0.82425, 4.99309], [-4.52468, 0.71634, 3.88406], [-1.31276, 0.24413, 2.81248], [-0.84017, -0.28989, 4.05610], [0.14450, -1.17254, 3.75414], [0.24876, -1.19599, 2.32683], [-0.61179, -0.29228, 1.77064], [0.97814, -2.14463, 1.61915], [0.96402, -2.22994, 0.23097], [1.56168, -3.30510, -0.50071], [1.33084, -3.05922, -1.81277], [0.59991, -1.82758, -1.87710], [0.38861, -1.32980, -0.62211], [1.69457, -3.20065, 2.37870], [1.10138, -4.44445, 2.57721], [1.75945, -5.44561, 3.26977], [3.02895, -5.20348, 3.76146], [4.04844, -6.72876, 4.82105], [3.63927, -3.97704, 3.57780], [2.96765, -2.98113, 2.89080], [-3.79426, 2.71067, 1.38731], [-3.68302, 3.25577, 0.14952], [-0.92724, 0.70113, -2.05466], [-1.21335, -4.47768, -5.96149], [-1.23844, -3.27069, -3.82310], [1.99888, -0.81900, -5.14539], [2.05392, -2.04468, -7.27192], [-0.53453, 0.33104, -5.33549], [-1.82165, 2.59158, -4.63726], [-4.34750, 3.19808, -3.57386], [-4.92255, 5.34601, -4.64475], [-1.70060, 7.24505, -2.56597], [-1.11170, 5.08902, -1.51803], [-1.89050, 2.54950, 4.93230], [-3.33310, 2.76027, 6.91871], [-6.30868, 0.34496, 5.00701], [-4.85950, 0.16149, 3.02125], [-1.20910, -0.02141, 5.02632], [0.74199, -1.76824, 4.41818], [2.06396, -4.13885, -0.05291], [1.63525, -3.64383, -2.65823], [0.11287, -4.63106, 2.18418], [1.29128, -6.40669, 3.42667], [4.63112, -3.79877, 3.96516], [3.43713, -2.02089, 2.74978], [-4.46509, 2.98793, 2.17496], [-4.26628, 4.04904, -0.28002], [2.77443, 5.39105, -1.95034], [2.05845, 4.38295, -2.57146], [1.54746, 3.33048, -1.82599], [1.77795, 3.26232, -0.45709], [2.52189, 4.26764, 0.15741], [3.00846, 5.33108, -0.58357], [0.90153, 1.85650, 0.61095], [2.31428, 1.38506, 1.85803], [3.33188, 0.47122, 1.64279], [4.30309, 0.28198, 2.61960], [4.23492, 0.99429, 3.80754], [3.19716, 1.87897, 4.04887], [2.21975, 2.08006, 3.08000], [1.08609, 3.00835, 3.16559], [0.75742, 3.84130, 4.23085], [-0.28122, 4.75003, 4.10305], [-0.99486, 4.85468, 2.91941], [-0.70568, 4.00366, 1.86578], [0.30452, 3.06863, 1.99753], [3.14596, 6.22511, -2.52895], [1.89976, 4.42046, -3.63905], [0.96074, 2.55003, -2.30147], [2.72713, 4.21287, 1.22309], [3.55802, 6.12015, -0.08899], [3.35379, -0.09180, 0.71188], [5.12301, -0.40518, 2.45296], [4.99942, 0.85957, 4.55755], [3.15821, 2.41811, 4.98435], [1.31006, 3.79844, 5.15833], [-0.52759, 5.39288, 4.93409], [-1.76636, 5.60012, 2.81492], [-1.25780, 4.05987, 0.93590]]
}